P.
{"formula": "C5H4N2O2S", "method": "ωB97M-V with the def2-TZVPD basis set", "species": ["C", "C", "C", "C", "C", "N", "N", "O", "O", "S", "H", "H", "H", "H"], "xyz": [[1.812, 0.378, 0.123], [1.100, 1.627, 0.232], [1.277, -0.891, -0.224], [-0.098, -1.243, -0.378], [-0.047, 2.308, 0.179], [-1.029, -0.834, 0.431], [-2.345, -1.234, 0.315], [-2.979, -1.007, -0.667], [-2.684, -1.829, 1.328], [-1.282, 3.193, -0.274], [2.842, 0.514, 0.266], [1.829, 2.450, 0.211], [2.049, -1.661, -0.303], [-0.445, -1.771, -1.239]], "e_lumo_ha": -0.0402, "total_charge": 0, "orbital_gap_ev": 7.45}

=====

Q.
{"formula": "C5H4N2O2S", "method": "ωB97M-V with the def2-TZVPD basis set", "species": ["C", "C", "C", "C", "C", "N", "N", "O", "O", "S", "H", "H", "H", "H"], "xyz": [[-0.788, 1.901, -0.175], [-1.376, 0.601, -0.100], [-0.806, -0.631, -0.167], [-2.826, 0.662, 0.018], [1.309, -0.093, 0.509], [-0.472, 2.975, -0.162], [-3.254, -0.648, 0.124], [-3.458, 1.675, 0.054], [0.434, -0.952, -0.259], [-2.070, -1.799, 0.018], [1.045, 0.014, 1.517], [1.273, 0.967, 0.029], [2.268, -0.580, 0.324], [-4.288, -0.963, -0.046]], "e_lumo_ha": 0.0077, "total_charge": 0, "smiles": "COc1s[nH]c(=O)c1C#N", "orbital_gap_ev": 9.27}

=====

The data favor Q; the next most stable structure lies 4.964 eV above it.

=====

P.
{"formula": "C6H12NO", "method": "ωB97M-V with the def2-TZVPD basis set", "species": ["C", "O", "C", "C", "C", "C", "C", "N", "H", "H", "H", "H", "H", "H", "H", "H", "H", "H", "H", "H"], "xyz": [[-2.221, 0.551, 0.887], [-1.677, 0.354, 2.059], [-0.852, 0.519, -0.217], [-0.036, -0.806, 0.020], [1.388, -0.612, 0.082], [2.154, -1.552, -0.564], [1.820, 0.676, 0.714], [-1.306, 0.565, -1.612], [-2.622, 1.532, 0.902], [-2.840, -0.280, 0.482], [-0.238, 1.370, 0.052], [-0.359, -1.672, -0.624], [-0.347, -1.122, 0.990], [3.259, -1.603, -0.302], [1.776, -2.252, -1.275], [1.501, 1.355, -0.086], [2.898, 0.811, 0.728], [1.313, 0.923, 1.643], [-1.924, -0.179, -1.932], [-1.687, 1.419, -1.946]], "e_lumo_ha": 0.1441, "total_charge": -1, "smiles": "C=C(C)C[C@@H](N)C[O-]", "orbital_gap_ev": 5.84}

=====

Q.
{"formula": "C6H12NO", "method": "ωB97M-V with the def2-TZVPD basis set", "species": ["C", "O", "C", "C", "C", "C", "N", "C", "H", "H", "H", "H", "H", "H", "H", "H", "H", "H", "H", "H"], "xyz": [[1.353, -2.166, -0.784], [1.665, -2.775, 0.362], [1.695, -0.625, -0.846], [1.187, -0.133, 0.544], [-0.281, 0.392, 0.532], [-0.574, 1.660, 0.309], [-1.856, 2.247, 0.435], [-2.826, 1.501, -0.349], [0.182, -2.259, -0.755], [1.968, -2.580, -1.632], [2.682, -0.466, -1.137], [1.148, -0.141, -1.616], [1.734, 0.668, 0.997], [1.236, -0.940, 1.360], [-0.920, -0.374, 0.878], [0.111, 2.384, -0.127], [-2.246, 2.308, 1.444], [-2.594, 0.469, -0.687], [-3.836, 1.517, 0.226], [-3.109, 2.108, -1.324]], "e_lumo_ha": 0.1311, "total_charge": -1, "smiles": "CN/C=C/CCC[O-]", "orbital_gap_ev": 5.74}

=====

The data favor P; the next most stable structure lies 0.718 eV above it.

=====

P.
{"formula": "C2H4NOP", "method": "ωB97M-V with the def2-TZVPD basis set", "species": ["C", "C", "N", "O", "P", "H", "H", "H", "H"], "xyz": [[0.735, 0.322, 0.010], [1.789, -0.380, -0.222], [-0.271, 1.022, 0.345], [-1.520, -1.268, 0.234], [-1.624, 0.124, -0.122], [2.532, -0.248, -0.949], [2.171, -1.115, 0.470], [-1.464, 0.215, -1.495], [-2.621, 1.015, 0.226]], "e_lumo_ha": 0.0122, "total_charge": 0, "orbital_gap_ev": 10.09}

=====

Q.
{"formula": "C2H4NOP", "method": "ωB97M-V with the def2-TZVPD basis set", "species": ["C", "C", "N", "O", "P", "H", "H", "H", "H"], "xyz": [[1.627, 0.369, 0.097], [-1.028, 0.635, 0.213], [2.579, 0.895, -0.261], [-0.134, -1.512, -0.481], [0.271, -0.563, 0.804], [-0.855, 0.581, -0.810], [-0.858, 1.620, 0.580], [-1.880, 0.278, 0.637], [0.277, -2.304, -0.779]], "e_lumo_ha": 0.0155, "total_charge": 0, "smiles": "CP(O)C#N", "orbital_gap_ev": 10.33}

=====

R.
{"formula": "C2H4NOP", "method": "ωB97M-V with the def2-TZVPD basis set", "species": ["C", "C", "N", "O", "P", "H", "H", "H", "H"], "xyz": [[0.121, 1.715, 1.282], [-0.738, 0.610, 1.080], [0.824, 2.593, 1.361], [-0.329, 0.026, -0.492], [1.056, -0.733, -0.618], [-0.714, -0.073, 1.993], [-1.793, 0.924, 0.762], [0.622, -1.802, -1.593], [1.602, 0.173, -1.663]], "e_lumo_ha": -0.0043, "total_charge": 0, "smiles": "N#CCOP", "orbital_gap_ev": 9.30}

=====

The data favor Q; the next most stable structure lies 1.032 eV above it.

=====

P.
{"formula": "C6H5NO4", "method": "ωB97M-V with the def2-TZVPD basis set", "species": ["C", "C", "C", "C", "C", "C", "N", "O", "O", "O", "O", "H", "H", "H", "H", "H"], "xyz": [[0.737, -0.412, 0.180], [0.742, -1.214, 1.382], [1.633, -1.166, -0.558], [1.726, -2.152, 0.617], [-1.273, 0.854, 0.866], [-0.420, 1.145, -1.535], [-0.192, 0.570, -0.212], [0.286, -1.193, 2.512], [2.067, -1.106, -1.662], [2.352, -3.147, 0.840], [-2.270, 1.709, 0.560], [-1.142, 0.176, 1.682], [-0.668, 2.201, -1.639], [-1.311, 0.694, -2.102], [0.380, 1.088, -2.268], [-2.646, 1.955, 1.336]], "e_lumo_ha": [-0.0507, -0.0746], "total_charge": 0, "orbital_gap_ev": [6.93, 6.25]}

=====

Q.
{"formula": "C6H5NO4", "method": "ωB97M-V with the def2-TZVPD basis set", "species": ["C", "C", "C", "C", "C", "C", "H", "H", "H", "H", "H", "N", "O", "O", "O", "O"], "xyz": [[1.165, -0.001, -0.988], [0.300, -0.949, -1.698], [-0.959, -1.282, -1.241], [-1.450, -0.685, -0.100], [-0.578, 0.160, 0.675], [0.670, 0.502, 0.255], [2.714, 0.828, -0.787], [0.877, -1.377, -2.600], [-1.724, -2.050, -1.930], [-2.268, -0.917, 0.511], [0.990, 1.782, 1.680], [-1.103, 0.658, 1.960], [2.321, 0.241, -1.434], [1.585, 1.362, 0.833], [-0.529, 1.630, 2.385], [-2.010, 0.099, 2.479]], "e_lumo_ha": -0.0225, "total_charge": 0, "smiles": "O=[N+]([O-])c1cccc(O)c1O", "orbital_gap_ev": 8.00}

=====

R.
{"formula": "C6H5NO4", "method": "ωB97M-V with the def2-TZVPD basis set", "species": ["C", "C", "C", "C", "C", "C", "H", "H", "H", "H", "H", "N", "O", "O", "O", "O"], "xyz": [[-1.442, -0.518, 0.037], [-1.772, 0.832, -0.008], [-0.676, 1.807, -0.048], [0.562, 1.433, -0.064], [0.984, 0.102, 0.003], [-0.066, -0.855, 0.029], [-2.100, -2.101, 0.122], [-2.863, 1.163, -0.089], [-0.953, 3.005, -0.009], [1.401, 2.248, -0.126], [1.139, -2.194, -0.092], [2.333, -0.295, -0.023], [-2.408, -1.378, 0.085], [0.108, -2.201, 0.117], [2.580, -1.519, -0.262], [3.174, 0.472, 0.328]], "e_lumo_ha": -0.0396, "total_charge": 0, "smiles": "O=[N+]([O-])c1cccc(O)c1O", "orbital_gap_ev": 8.05}

=====

The data favor Q; the next most stable structure lies 0.296 eV above it.